Record 1
C10H17BCl4F4N3Ni | the ωB97M-V functional and the def2-TZVPD basis

```
40
Properties=species:S:1:pos:R:3:mulliken_spin:R:1
H -1.90054 14.77985 -11.21172 0.00
N 5.16759 13.82755 -14.73774 0.00
H -3.58590 14.34389 -11.39044 0.00
C -1.88777 18.21345 -13.16789 0.00
H 2.00152 14.20410 -10.29048 0.00
H 3.91492 11.07389 -13.60017 0.00
C 4.45842 13.07572 -14.24060 0.00
C -3.24173 15.64277 -9.71126 0.00
F -0.23891 14.13438 -12.77418 0.04
H -4.20770 15.40213 -9.26601 0.00
Cl -2.49187 13.03621 -9.78097 0.00
H 0.49377 14.87557 -9.87034 0.00
H 3.20541 16.18201 -9.32802 0.00
C 1.53800 14.86560 -9.55923 0.00
C -0.11505 9.69040 -15.92996 0.00
N -1.75002 15.99572 -14.50612 0.03
F 0.86360 14.90101 -14.52504 0.06
C -0.07984 11.04180 -15.34221 -0.01
H -3.52130 16.53473 -10.28199 0.00
H 0.29356 8.98541 -15.20698 0.00
Cl 1.77742 14.21026 -7.92243 0.00
N -0.06835 12.08138 -14.86665 0.04
H -2.94372 18.48533 -13.08112 0.00
F 0.49362 16.26569 -12.68466 0.00
H -1.16595 9.48460 -16.12835 0.00
F 2.04384 14.52951 -12.57638 0.00
Cl 1.39554 17.53922 -8.95483 0.00
B 0.85469 14.99458 -13.09328 -0.03
Cl -2.11241 16.17003 -8.44193 0.00
H -1.46984 18.15291 -12.16604 0.00
H 0.48286 9.64434 -16.83746 0.00
H 2.29000 16.42057 -10.85042 0.00
C 3.58838 12.10958 -13.58684 0.00
H -1.43457 19.00254 -13.76677 0.00
H 3.50113 12.41402 -12.54191 0.00
Ni -0.86340 14.07735 -14.83347 1.87
H 2.58407 12.23377 -13.98417 0.00
C -1.82941 16.96169 -13.90147 0.00
C -2.81357 14.57122 -10.65651 0.00
C 2.22075 16.20670 -9.78935 0.00
```

Computed properties:
- <S²> = 2.003
- charge = +1
- E_LUMO (spin up / spin down) (eV) = -5.1 / -7.0
- multiplicity = 3
- calculated total energy (eV) = -117793.5183

Record 2
C5H9NO | the ωB97M-V functional and the def2-TZVPD basis

```
16
Properties=species:S:1:pos:R:3:lowdin_charge:R:1
H -0.54722 -1.56168 1.24000 0.11
H 1.32835 -0.60056 1.92691 0.14
H -1.25548 0.41100 -1.87250 0.14
C 1.16686 -0.39632 -0.86024 -0.06
C -0.54699 1.57257 -0.37672 -0.49
H -1.93896 1.98188 -1.76564 0.09
H 2.30249 -0.31320 -0.60047 0.11
H 0.61310 1.22381 2.17317 0.12
N -1.27160 1.36145 -1.45836 0.18
C -0.67920 -0.45864 1.13880 -0.14
H 0.86038 -1.48339 -1.05061 0.09
C 0.19218 0.23133 0.12338 -0.41
C 0.53970 0.22159 1.63254 -0.11
H 0.84607 0.01867 -1.84762 0.06
H -1.71378 -0.02147 1.19213 0.13
O -0.37518 2.61603 0.26348 0.04
```

Computed properties:
- ΔE to the lowest compared entry with this formula, charge and spin (kJ/mol) = 198.5
- SMILES = CC1(C(N)=O)CC1
- E_LUMO (eV) = 0.8
- calculated total energy (eV) = -8867.1554

Record 3
C24H51F5I2N3O7P2 | the ωB97M-V functional and the def2-TZVPD basis

```
94
Properties=species:S:1:pos:R:3:lowdin_charge:R:1
C -0.56171 -1.04913 -2.28224 -0.23
C 2.69365 -1.09937 1.25252 -0.22
H 4.21504 1.11102 -2.08962 0.07
C 2.89864 -2.51976 7.42843 -0.10
H -2.71647 -0.87634 -4.98274 0.04
I -0.12684 -4.70147 -4.32210 0.36
C -4.95774 4.35140 -2.93612 -0.07
C 0.89587 -1.98242 9.85310 -0.43
H -0.93278 -1.15249 -1.26268 0.08
C 1.57905 -0.13665 1.68703 -0.09
H -0.43649 1.47848 -0.44115 0.06
H -0.43840 0.01825 -2.45661 0.08
N 3.86673 -3.91877 -2.11782 -0.04
N -5.77173 2.29243 -3.94425 0.05
C 1.24929 -0.83801 4.16355 -0.57
H 3.61877 -4.84842 -1.81056 0.05
H 4.22045 -2.94478 -0.27399 0.07
H -7.47310 5.36544 -3.98726 0.07
H 2.52575 -1.63338 6.91117 0.07
H 1.93212 2.75818 -3.41610 0.13
H -0.13866 -1.39935 8.03247 0.08
H -5.97844 4.56361 -2.61418 0.06
H -1.64745 -2.63025 -3.39194 -0.05
H -0.99703 -1.15860 -5.27828 0.05
N 1.09879 -3.22050 10.61273 0.03
C -0.07397 -2.25483 8.70779 -0.07
C -1.66370 -1.55810 -3.23424 -0.72
H 1.65309 1.27599 -0.75423 0.06
C -0.89269 2.85142 -2.03191 -0.53
H 0.75197 1.49952 -3.23050 0.11
H 0.81140 -1.35606 -5.93253 0.00
C 1.28382 2.28105 -2.67905 -0.19
H 4.61187 -0.88963 0.35429 0.06
F 2.46667 -0.34016 4.26397 0.17
C -1.71884 -0.77516 -4.55382 -0.17
F 1.29301 -2.08769 4.60582 0.16
H -1.58380 0.29278 -4.37633 0.07
O 0.37434 3.30856 -2.22884 -0.02
H -4.45453 3.85544 -2.10618 0.07
P 1.66342 -3.06100 -4.89339 0.64
H 1.37758 -0.72580 -4.15522 0.11
O 3.13014 -2.26593 8.80458 -0.19
H -4.44923 5.30113 -3.11689 0.08
H 3.67559 0.57821 0.22620 0.07
H 2.73869 -0.97671 10.28730 0.12
H -1.28762 2.97796 0.07793 0.09
C -4.91703 3.46150 -4.17255 -0.43
H -8.02293 5.94414 -5.56117 0.08
H -1.07250 -2.44816 9.10041 0.07
H 1.66112 -3.01758 11.43441 0.07
H 4.66220 -1.07925 -1.88922 0.03
F 0.26879 -2.00076 2.37516 0.13
H 2.74987 2.56385 -1.19940 0.11
P 3.22310 -1.09737 -1.60969 0.60
C -1.20722 2.21017 -0.68751 0.03
H 3.31299 -1.30462 2.13537 0.11
H -2.13359 1.65375 -0.81805 0.06
C 2.22465 -1.35806 9.40000 -0.21
H -6.40862 6.39951 -4.98417 0.09
F -0.48768 -0.03142 2.79145 0.11
H 2.19976 -3.34815 7.29479 0.08
O -6.65635 4.44651 -5.66140 -0.19
H 2.54079 -3.34333 -0.62432 0.07
C -5.27162 4.19679 -5.47360 -0.20
H 0.21513 -3.12822 8.12414 0.07
C 2.19265 1.70657 -1.59680 -0.21
O 1.52797 -1.17694 -1.32178 -0.27
C 0.64963 -0.75873 2.71286 -0.45
I -3.58000 -1.16559 -2.23216 0.77
H 3.06036 0.78007 -3.33943 0.07
H 3.84811 -2.80947 6.97857 0.09
C 0.76397 -1.81242 -2.32494 -0.37
H -6.74042 2.59392 -4.01207 0.07
O -1.73808 2.98725 -2.86942 0.11
H 4.85234 -3.86638 -2.31854 0.05
C 3.20630 0.72357 -2.25711 -0.24
C -7.15090 5.59615 -5.00569 -0.12
O 1.07284 -2.23576 -6.23036 -0.42
H 2.00503 0.75096 2.16066 0.13
H -5.66033 1.64251 -4.71736 0.07
C 3.60658 -0.51111 0.16211 -0.26
H -4.70206 5.13043 -5.56874 0.12
C 3.46282 -2.96094 -1.07844 -0.33
H 0.99513 0.18462 0.82447 0.10
H 2.05271 -0.50010 8.73731 0.12
C 1.60306 -1.67842 -3.62534 -0.55
O 2.95311 -1.60431 -3.31114 -0.39
H 1.69073 -3.82798 10.05241 0.07
F 0.47486 -0.16694 5.01569 0.15
H 0.55911 -2.86156 -2.08466 0.09
H 2.23878 -2.04752 0.97813 0.09
H 0.41770 -1.25735 10.51903 0.13
H -4.97848 3.55928 -6.31172 0.12
H -3.88891 3.10682 -4.27833 0.12
```

Computed properties:
- charge = -1
- E_LUMO (eV) = 2.3
- calculated total energy (eV) = -92885.3958